# 1
{
  "formula": "C2H8O2",
  "method": "ωB97M-V with the def2-TZVPD basis set",
  "smiles": "CO.CO",
  "lumo_energy_ev": 0.79,
  "fmax_ev_per_a": 1.505,
  "orbital_gap_ev": 10.80,
  "e_tot_ha": -231.4351,
  "homo_ev": -10.016,
  "de_lowest_kcal_mol": 17.1,
  "charge": 0,
  "species": ["C", "O", "H", "H", "H", "H", "C", "O", "H", "H", "H", "H"],
  "xyz": [[-0.3445, -0.1982, -2.2370], [0.9818, -0.3023, -1.6962], [-0.2405, -0.5847, -3.2525], [-0.5801, 0.8590, -2.2631], [-1.0849, -0.7077, -1.6434], [0.9398, -0.5332, -0.7648], [0.3162, 0.1892, 2.2557], [-0.5600, -0.1524, 1.1768], [1.1815, 0.7369, 1.8819], [0.6447, -0.7582, 2.6523], [-0.1672, 0.8425, 2.9738], [-1.0867, 0.6092, 0.9166]],
  "forces_ev_per_angstrom": [[1.451, 0.399, -0.018], [-0.071, -0.263, 0.070], [-0.555, -0.018, 0.091], [-0.406, 0.269, -0.232], [-0.236, -0.438, 0.062], [-0.259, 0.069, 0.098], [-0.103, 0.345, -0.952], [-0.038, -0.049, -0.051], [0.201, -0.027, -0.062], [0.044, -0.067, 0.496], [-0.169, -0.254, 0.414], [0.142, 0.033, 0.083]],
  "lowdin_charge": [-0.15, -0.14, 0.08, 0.07, 0.07, 0.04, -0.14, -0.14, 0.07, 0.08, 0.08, 0.08]
}

---

# 2
{
  "formula": "C25H39N7O3",
  "method": "ωB97M-V with the def2-TZVPD basis set",
  "lumo_energy_ev": -1.39,
  "fmax_ev_per_a": 1.987,
  "orbital_gap_ev": 7.22,
  "e_tot_ha": -1584.8631,
  "homo_ev": -8.612,
  "charge": 0,
  "species": ["O", "C", "O", "C", "C", "C", "N", "N", "O", "C", "H", "H", "H", "H", "C", "C", "C", "C", "N", "H", "H", "H", "H", "H", "H", "H", "C", "C", "C", "C", "N", "H", "H", "H", "H", "H", "H", "H", "C", "C", "C", "C", "N", "H", "H", "H", "H", "H", "H", "H", "C", "C", "C", "C", "N", "H", "H", "H", "H", "H", "H", "H", "C", "C", "C", "C", "N", "H", "H", "H", "H", "H", "H", "H"],
  "xyz": [[0.4521, -1.1372, 1.5995], [0.1351, -0.8584, 0.4294], [0.8019, -1.0606, -0.5834], [-1.2167, -0.1544, 0.3445], [-2.4007, -0.8820, 0.3113], [-3.5861, -0.1472, 0.2498], [-3.6596, 1.1601, 0.2469], [-2.5215, 1.7565, 0.2661], [-2.5823, 3.1351, 0.2578], [-1.3188, 1.2372, 0.2997], [-2.3964, -1.9650, 0.3360], [-4.5092, -0.7191, 0.1987], [-2.4631, 3.3889, 1.1882], [-0.4392, 1.8706, 0.2972], [4.0482, 0.7750, 3.4751], [3.1962, 0.9283, 4.7290], [1.9331, 1.7637, 4.4943], [2.2906, 3.1243, 4.0582], [2.5698, 4.1865, 3.7156], [4.4162, 1.7415, 3.1206], [4.9147, 0.1541, 3.6796], [3.4767, 0.3066, 2.6701], [3.7984, 1.3868, 5.5172], [2.9042, -0.0618, 5.0828], [1.3492, 1.8322, 5.4127], [1.3073, 1.3007, 3.7287], [8.6430, 1.5005, 1.5325], [8.3293, 0.5182, 0.4093], [6.8947, -0.0160, 0.4686], [6.6646, -0.7318, 1.7329], [6.4847, -1.2871, 2.7233], [8.5638, 1.0267, 2.5121], [9.6617, 1.8770, 1.4349], [7.9626, 2.3543, 1.5084], [9.0339, -0.3149, 0.4565], [8.4821, 1.0132, -0.5519], [6.7116, -0.7018, -0.3589], [6.1775, 0.8029, 0.3930], [-2.6311, 0.4684, -3.8724], [-2.9051, -0.5003, -5.0181], [-4.3088, -1.1143, -4.9598], [-4.4795, -1.8741, -3.7119], [-4.6131, -2.4643, -2.7342], [-2.6728, -0.0352, -2.9041], [-1.6352, 0.9007, -3.9704], [-3.3567, 1.2854, -3.8675], [-2.1561, -1.2944, -4.9997], [-2.7891, 0.0275, -5.9663], [-4.4642, -1.7880, -5.8031], [-5.0701, -0.3343, -5.0066], [-4.8327, 4.3274, 4.7820], [-5.4631, 3.1982, 3.9735], [-4.9885, 1.8101, 4.4166], [-3.5308, 1.6869, 4.2492], [-2.3916, 1.5906, 4.1182], [-3.7486, 4.3534, 4.6582], [-5.2202, 5.2920, 4.4536], [-5.0531, 4.2186, 5.8456], [-5.2332, 3.3444, 2.9150], [-6.5485, 3.2487, 4.0749], [-5.4750, 1.0369, 3.8213], [-5.2377, 1.6363, 5.4643], [0.9254, -4.6008, -5.8090], [-0.3627, -4.2458, -5.0754], [-1.4429, -5.3246, -5.2048], [-1.8056, -5.5228, -6.6182], [-2.0854, -5.6776, -7.7228], [0.7607, -4.6991, -6.8834], [1.6718, -3.8195, -5.6647], [1.3417, -5.5394, -5.4381], [-0.7428, -3.2974, -5.4625], [-0.1392, -4.0938, -4.0178], [-2.3370, -5.0317, -4.6528], [-1.0887, -6.2716, -4.7953]],
  "forces_ev_per_angstrom": [[-0.935, 0.377, 0.354], [1.687, -0.423, 0.960], [-0.829, 0.451, -1.072], [0.178, -0.802, -0.328], [0.254, 0.993, 0.012], [-0.154, -1.882, -0.029], [-0.568, 0.256, -0.070], [0.487, 1.313, 0.306], [-0.217, -0.034, 0.045], [0.731, -1.191, -0.021], [-0.061, 0.122, -0.034], [-0.139, 0.526, 0.000], [-0.051, 0.072, -0.008], [-0.325, 0.192, -0.019], [-0.050, 0.070, 0.019], [0.224, -0.084, -0.148], [0.287, 0.089, 0.038], [-0.244, 0.053, -0.010], [-0.042, -0.232, 0.060], [-0.078, 0.033, 0.018], [-0.054, -0.038, 0.019], [0.013, -0.020, 0.016], [-0.094, 0.017, 0.043], [-0.108, 0.056, 0.019], [-0.079, 0.085, -0.063], [-0.009, 0.008, -0.001], [0.046, 0.003, -0.014], [0.183, 0.196, 0.105], [0.244, -0.111, 0.180], [-0.196, -0.106, -0.072], [0.238, 0.054, -0.255], [-0.065, -0.005, -0.019], [-0.026, 0.028, -0.009], [0.009, -0.008, 0.025], [-0.072, -0.043, -0.061], [-0.078, -0.078, -0.037], [-0.097, -0.024, 0.044], [-0.045, -0.033, 0.045], [0.023, 0.035, 0.000], [0.172, 0.199, 0.113], [0.311, -0.097, 0.141], [-0.265, -0.048, -0.056], [0.120, 0.165, -0.095], [-0.033, -0.032, -0.023], [-0.019, 0.006, 0.004], [0.006, -0.008, 0.013], [-0.063, -0.036, -0.053], [-0.077, -0.086, -0.040], [-0.071, -0.030, 0.042], [-0.040, -0.038, 0.053], [-0.020, 0.020, -0.049], [0.025, 0.297, 0.078], [0.165, 0.198, -0.194], [-0.020, -0.246, 0.083], [-0.246, 0.161, -0.178], [-0.002, -0.052, 0.049], [-0.016, -0.011, 0.037], [0.027, 0.016, -0.006], [-0.059, -0.110, -0.014], [0.007, -0.118, -0.036], [0.065, -0.070, 0.044], [0.058, -0.028, 0.008], [0.005, 0.048, -0.034], [0.299, 0.055, 0.020], [0.049, 0.260, -0.253], [-0.153, -0.201, 0.054], [0.079, 0.105, 0.232], [-0.036, -0.056, 0.020], [0.008, -0.034, 0.036], [0.006, 0.011, -0.017], [-0.081, -0.033, 0.038], [-0.122, -0.012, 0.012], [-0.040, -0.081, -0.025], [-0.025, -0.026, -0.042]],
  "lowdin_charge": [0.00, -0.74, 0.01, -0.05, 0.07, -0.08, 0.16, -0.17, 0.09, 0.09, 0.14, 0.12, 0.13, 0.17, -0.12, -0.26, -0.19, -0.24, 0.13, 0.07, 0.03, 0.08, 0.11, 0.11, 0.11, 0.11, -0.11, -0.27, -0.18, -0.23, 0.16, 0.07, 0.07, 0.08, 0.11, 0.11, 0.12, 0.12, -0.10, -0.25, -0.18, -0.23, 0.14, 0.05, 0.08, 0.08, 0.10, 0.11, 0.12, 0.12, -0.11, -0.26, -0.18, -0.23, 0.15, 0.07, 0.07, 0.08, 0.10, 0.11, 0.12, 0.12, -0.11, -0.26, -0.19, -0.24, 0.14, 0.07, 0.07, 0.08, 0.09, 0.11, 0.11, 0.12]
}

---

# 3
{
  "formula": "C28H31F6FeN7PS",
  "method": "ωB97M-V with the def2-TZVPD basis set",
  "lumo_energy_ev": [-1.37, -0.78],
  "multiplicity": 2,
  "fmax_ev_per_a": 2.290,
  "orbital_gap_ev": [6.77, 7.44],
  "e_tot_ha": -4071.5673,
  "homo_ev": [-8.138, -8.223],
  "de_lowest_kcal_mol": 46.3,
  "charge": 0,
  "s_squared": 0.836,
  "species": ["Fe", "C", "C", "N", "C", "S", "N", "N", "C", "C", "C", "C", "C", "C", "C", "N", "H", "H", "H", "H", "H", "H", "H", "H", "H", "H", "H", "H", "H", "C", "N", "C", "C", "C", "C", "C", "N", "C", "C", "C", "C", "C", "C", "H", "H", "H", "H", "H", "H", "H", "H", "H", "H", "H", "N", "C", "C", "C", "C", "C", "C", "H", "H", "H", "H", "H", "H", "H", "F", "P", "F", "F", "F", "F", "F"],
  "xyz": [[1.1850, 0.1074, 0.4495], [1.7218, 6.0658, -0.7677], [1.0473, 5.3616, 0.3996], [1.8161, 4.2295, 0.9013], [1.7968, 3.0344, 0.3258], [2.7488, 1.7534, 1.0499], [1.1493, 2.8422, -0.8027], [1.1648, 1.5067, -1.1240], [0.9803, 1.1824, -2.3514], [0.8981, 2.1542, -3.4802], [0.8838, -0.2665, -2.5952], [0.7462, -0.8291, -3.8561], [0.7501, -2.2106, -3.9665], [0.9138, -2.9810, -2.8273], [1.0300, -2.3362, -1.6065], [0.9830, -1.0132, -1.4932], [1.1184, 6.9152, -1.0903], [1.8350, 5.3843, -1.6102], [2.7093, 6.4328, -0.4849], [0.0609, 4.9942, 0.1144], [0.9153, 6.0437, 1.2380], [2.1980, 4.2696, 1.8310], [1.0594, 3.1637, -3.1183], [-0.0780, 2.1044, -3.9695], [1.6559, 1.9093, -4.2273], [0.6475, -0.1998, -4.7287], [0.6440, -2.6789, -4.9361], [0.9508, -4.0600, -2.8735], [1.1651, -2.8920, -0.6874], [-0.5129, -1.5479, 2.5185], [0.7193, -1.3538, 1.7351], [1.6995, -2.1530, 2.0134], [2.8887, -1.9636, 1.2789], [4.1493, -2.5492, 1.2222], [4.8651, -1.8116, 0.2735], [4.0217, -0.7994, -0.1808], [2.8197, -0.8931, 0.4205], [-1.3220, -2.7458, 2.0706], [-1.5943, -2.9881, 0.7295], [-2.3223, -4.1010, 0.3414], [-2.7950, -4.9925, 1.2956], [-2.5373, -4.7570, 2.6372], [-1.8019, -3.6422, 3.0192], [-1.0877, -0.6264, 2.4958], [-0.2375, -1.7045, 3.5637], [1.5953, -2.9324, 2.7648], [4.4798, -3.4116, 1.7785], [5.8816, -1.9739, -0.0461], [4.2237, -0.0316, -0.9090], [-1.2545, -2.2829, -0.0144], [-2.5350, -4.2631, -0.7084], [-3.3646, -5.8623, 0.9947], [-2.9016, -5.4443, 3.3899], [-1.5992, -3.4663, 4.0698], [-1.1234, 0.8347, 0.1080], [-2.2724, 0.3618, -0.5833], [-3.3133, -0.2571, 0.0973], [-4.4141, -0.7288, -0.6008], [-4.4920, -0.5891, -1.9790], [-3.4590, 0.0429, -2.6573], [-2.3575, 0.5198, -1.9643], [-1.3464, 1.0029, 1.0801], [-0.8344, 1.7313, -0.2681], [-3.2711, -0.3500, 1.1753], [-5.2183, -1.2080, -0.0574], [-5.3570, -0.9534, -2.5171], [-3.5138, 0.1746, -3.7308], [-1.5567, 1.0267, -2.4917], [0.3051, 1.3591, 2.4365], [-0.5256, 2.4127, 3.4517], [-0.8625, 3.3125, 2.1429], [-0.1735, 1.4471, 4.6768], [0.8338, 3.2397, 3.6764], [-1.3484, 3.4008, 4.3837], [-1.8741, 1.5299, 3.1542]],
  "forces_ev_per_angstrom": [[0.100, 0.573, -2.215], [0.014, -0.013, 0.005], [-0.019, -0.006, 0.043], [0.057, 0.084, -0.201], [0.232, -0.194, 0.326], [-0.502, -0.297, 0.304], [-0.265, -0.159, -0.056], [0.491, 0.013, 0.300], [-0.014, -0.222, -0.103], [-0.057, 0.024, 0.030], [0.108, 0.231, 0.075], [0.040, -0.071, 0.010], [0.003, 0.035, -0.029], [0.002, 0.005, 0.014], [-0.091, -0.003, -0.012], [-0.284, -0.331, 0.577], [0.003, -0.006, -0.001], [0.005, -0.004, 0.001], [-0.012, 0.003, 0.002], [-0.018, 0.025, -0.002], [-0.021, -0.009, 0.000], [-0.064, -0.057, 0.073], [-0.003, 0.002, 0.006], [0.003, 0.002, -0.010], [-0.012, 0.014, -0.010], [0.014, 0.004, 0.000], [-0.002, -0.001, 0.002], [-0.010, 0.008, 0.003], [-0.027, 0.001, 0.028], [0.056, 0.013, 0.061], [-0.028, 0.099, 0.379], [0.090, -0.007, -0.290], [-0.235, 0.162, 0.255], [0.042, -0.062, -0.171], [0.044, -0.134, 0.074], [-0.368, 0.013, -0.102], [0.802, -0.120, -0.010], [0.067, -0.008, 0.047], [-0.027, 0.035, -0.015], [-0.040, 0.003, -0.022], [-0.006, 0.004, -0.009], [0.012, 0.009, 0.003], [-0.006, -0.022, 0.025], [-0.072, -0.007, -0.045], [-0.010, 0.150, 0.030], [-0.025, -0.010, -0.001], [0.015, 0.026, 0.014], [-0.012, 0.001, 0.003], [0.019, 0.082, 0.042], [0.076, 0.062, -0.117], [0.008, -0.004, 0.008], [0.005, 0.004, 0.000], [-0.002, 0.005, -0.002], [0.007, -0.001, -0.012], [0.367, 0.024, 0.486], [0.069, -0.120, -0.274], [0.017, 0.027, 0.022], [0.001, -0.040, 0.010], [0.003, 0.008, -0.008], [-0.006, -0.001, 0.010], [0.055, -0.063, -0.003], [-0.129, 0.128, 0.279], [-0.122, 0.146, 0.108], [0.031, -0.017, 0.040], [0.001, 0.009, -0.002], [0.010, -0.006, 0.003], [-0.001, 0.003, 0.005], [-0.107, -0.003, 0.029], [-0.407, 0.200, 0.323], [-0.043, -0.218, -0.110], [0.030, -0.045, -0.089], [0.038, -0.058, 0.032], [0.067, 0.015, -0.078], [-0.050, 0.083, 0.074], [0.089, -0.018, -0.163]],
  "lowdin_spin": [1.17, 0.00, 0.00, -0.01, -0.01, -0.09, 0.00, -0.03, 0.00, 0.00, 0.00, 0.00, 0.00, 0.00, 0.00, 0.02, 0.00, 0.00, 0.00, 0.00, 0.00, 0.00, 0.00, 0.00, 0.00, 0.00, 0.00, 0.00, 0.00, 0.00, -0.01, 0.00, 0.00, -0.01, 0.00, -0.01, -0.04, 0.00, 0.00, 0.00, 0.00, 0.00, 0.00, 0.00, 0.00, 0.00, 0.00, 0.00, 0.00, 0.00, 0.00, 0.00, 0.00, 0.00, 0.00, 0.00, 0.00, 0.00, 0.00, 0.00, 0.00, 0.00, 0.00, 0.00, 0.00, 0.00, 0.00, 0.00, 0.01, 0.00, 0.00, 0.00, 0.00, 0.00, 0.00]
}

---

# 4
{
  "formula": "C13H14Cl5CoN4",
  "method": "ωB97M-V with the def2-TZVPD basis set",
  "lumo_energy_ev": [-2.59, -3.16],
  "multiplicity": 4,
  "fmax_ev_per_a": 1.230,
  "orbital_gap_ev": [9.03, 8.44],
  "e_tot_ha": -4406.3792,
  "homo_ev": [-11.621, -11.608],
  "charge": 1,
  "s_squared": 3.758,
  "species": ["Co", "N", "C", "C", "N", "H", "H", "H", "H", "H", "H", "H", "H", "Cl", "C", "C", "C", "Cl", "C", "Cl", "C", "Cl", "C", "Cl", "N", "C", "C", "C", "C", "C", "N", "H", "H", "H", "H", "H", "H"],
  "xyz": [[0.4193, 0.2641, -0.2773], [-1.2047, 1.7226, -0.5298], [-0.5959, 2.8978, -1.1809], [0.7535, 3.1678, -0.5298], [1.6131, 1.9777, -0.7285], [-1.9294, 1.3214, -1.1148], [-1.6353, 1.9922, 0.3490], [-1.2296, 3.7838, -1.1272], [-0.4431, 2.6589, -2.2358], [0.6132, 3.3086, 0.5441], [1.2043, 4.0743, -0.9347], [2.4675, 2.0550, -0.1873], [1.9008, 1.9315, -1.7022], [2.4066, -1.4883, -0.3990], [1.2262, -2.0040, -1.5691], [0.1007, -1.1891, -1.6316], [-0.8630, -1.5700, -2.5547], [-2.3175, -0.6369, -2.7016], [-0.7151, -2.6954, -3.3678], [-1.9354, -3.1334, -4.4961], [0.4380, -3.4768, -3.2638], [0.6351, -4.8627, -4.2476], [1.4339, -3.1284, -2.3470], [2.8596, -4.0696, -2.1948], [-1.8827, -0.9835, 1.3574], [-0.9655, -0.4999, 2.2393], [-1.2024, -0.5278, 3.6240], [-0.2575, -0.0221, 4.4798], [0.9270, 0.5096, 3.9613], [1.0911, 0.5086, 2.6026], [0.1663, 0.0330, 1.7438], [-2.6454, -1.5347, 1.7096], [-1.5816, -1.1818, 0.4147], [-2.1247, -0.9613, 3.9870], [-0.4235, -0.0431, 5.5484], [1.6984, 0.9039, 4.6058], [1.9978, 0.8979, 2.1547]],
  "forces_ev_per_angstrom": [[-0.918, 0.796, -0.196], [0.193, 0.004, 0.002], [0.162, 0.009, 0.056], [-0.202, 0.003, -0.045], [0.065, -0.113, 0.119], [-0.044, -0.058, 0.001], [-0.040, -0.038, 0.013], [0.006, 0.002, -0.002], [-0.068, 0.010, -0.010], [0.063, 0.022, 0.006], [0.020, -0.019, -0.009], [0.055, 0.026, -0.038], [0.062, -0.062, -0.024], [0.536, -0.094, 0.249], [-0.476, 0.022, -0.300], [0.297, -0.360, -0.021], [0.299, -0.128, 0.117], [-0.215, 0.192, 0.022], [-0.065, -0.041, -0.090], [0.042, 0.031, 0.054], [0.008, 0.054, 0.066], [0.004, 0.007, -0.002], [0.082, -0.114, -0.045], [-0.011, 0.037, 0.019], [0.105, 0.208, -0.064], [0.165, 0.012, 0.112], [-0.051, -0.029, 0.005], [-0.063, -0.031, -0.116], [0.108, 0.051, -0.007], [-0.003, 0.006, 0.166], [-0.034, -0.211, 0.014], [-0.012, -0.022, -0.014], [-0.062, -0.150, -0.041], [0.021, 0.016, 0.042], [-0.021, -0.011, -0.003], [-0.001, -0.003, -0.020], [-0.008, -0.024, -0.018]],
  "lowdin_spin": [2.68, 0.05, 0.01, 0.00, 0.04, 0.00, 0.00, 0.00, 0.00, 0.00, 0.00, 0.00, 0.00, 0.04, 0.02, 0.05, 0.02, 0.01, 0.00, 0.00, 0.01, 0.00, 0.00, 0.00, 0.01, 0.01, 0.00, 0.00, 0.00, 0.01, 0.04, 0.00, 0.00, 0.00, 0.00, 0.00, 0.00]
}

---

# 5
{
  "formula": "ClH2NO2S2",
  "method": "ωB97M-V with the def2-TZVPD basis set",
  "lumo_energy_ev": -0.82,
  "fmax_ev_per_a": 3.858,
  "orbital_gap_ev": 9.19,
  "e_tot_ha": -1462.9171,
  "homo_ev": -10.007,
  "de_lowest_kcal_mol": 14.4,
  "charge": 0,
  "species": ["N", "O", "O", "S", "S", "Cl", "H", "H"],
  "xyz": [[-0.4687, -0.7925, 0.0657], [-0.9765, 1.9273, -0.5921], [1.3871, 1.1288, -0.3427], [0.3326, -1.5108, -1.1559], [0.0185, 1.0383, 0.0317], [-0.0796, 1.4616, 2.0828], [-1.4786, -1.1789, 0.0854], [1.2652, -2.0737, -0.1748]],
  "forces_ev_per_angstrom": [[-1.938, 2.193, 0.686], [1.776, -2.191, 1.143], [-0.330, -0.618, 0.117], [2.813, -2.534, 0.739], [-3.164, 0.928, 0.307], [0.017, -0.423, -1.011], [1.736, 2.148, 0.227], [-0.909, 0.497, -2.209]],
  "lowdin_charge": [-0.66, -0.37, -0.36, 0.68, 0.34, 0.32, 0.09, -0.04]
}